DFT (ωB97M-V with the def2-TZVPD basis set) results for a single C9H16N4O molecule at a distorted geometry.

ORCA input file:
```
! wB97M-V def2-TZVPD RIJCOSX def2/J DEFGRID3
* xyz 0 1
C 1.67718 0.73696 -1.87774
C 1.32757 -0.16153 -0.62180
C 1.16237 -1.55715 -1.07865
C 0.82015 -2.53048 0.17978
C -0.40442 -1.95871 0.83454
C -0.30637 -0.55593 1.36313
C -1.58754 -0.10389 1.95077
N 0.14763 0.23751 0.12992
N -0.62480 1.23739 -0.45584
C -0.40031 2.54609 0.22569
C -1.36755 3.59576 0.18520
N -1.96187 4.57500 0.19577
N -1.71133 0.99187 -1.29727
O -1.93319 -0.12193 -1.82904
H 1.61508 1.77918 -1.62127
H 0.96600 0.39131 -2.72352
H 2.74866 0.46096 -2.04713
H 2.27073 -0.14157 0.05111
H 0.31445 -1.45988 -1.75867
H 1.97482 -1.97663 -1.69223
H 0.66954 -3.52652 -0.21667
H 1.63492 -2.61174 0.88167
H -0.73282 -2.58824 1.64364
H -1.24418 -2.12623 0.15589
H 0.40092 -0.58182 2.19855
H -2.35323 0.05650 1.17290
H -1.45387 0.82233 2.37006
H -1.89904 -0.82714 2.73132
H 0.37564 2.90684 -0.36724
H -0.12516 2.49166 1.31714
*
```

As for the electronic energy: -17595.1700 eV. The value obtained for the HOMO energy is -8.873 eV. The calculation puts the molar mass at 196.25 g/mol. Its SMILES is C[C@@H]1CCC[C@H](C)N1N(CC#N)N=O. As for the LUMO energy: 0.3561 eV.